# 1
# C2H4OS2

A 2-piece molecular cluster, C2H4OS2 overall at a distorted geometry (the ωB97M-V functional and the def2-TZVPD basis, OMol25).

XYZ file:
```
9
Properties=species:S:1:pos:R:3:nbo_charge:R:1
C -0.573 2.876 1.241 0.36
C 0.570 -1.959 -0.239 -0.79
O -1.063 3.898 1.012 -0.44
S -0.128 0.742 -1.469 -0.22
S -0.823 -0.979 -0.761 0.24
H -0.290 1.988 0.555 0.13
H 0.096 -2.790 0.364 0.23
H 1.137 -1.275 0.367 0.24
H 1.073 -2.499 -1.070 0.24
```

## Properties
LUMO (spin up / spin down) = -1.9 / 0.2 eV
E_tot = -950.1164 Ha
maximum force = 1.8 eV/Å
energy relative to the best compared isomer or geometry (same formula, charge and spin) = 242.3 kJ/mol
HOMO level (spin up / spin down) = -7.92 / -8.74 eV
HOMO-LUMO gap (spin up / spin down) = 6.061 / 8.896 eV

=====

# 2
# C20H20N4O4S2Ti

C20H20N4O4S2Ti as an isolated structure at a distorted geometry (the ωB97M-V functional and the def2-TZVPD basis, OMol25).

XYZ file:
```
51
Properties=species:S:1:pos:R:3:nbo_charge:R:1
Ti 0.191 -1.305 -0.471 1.37
C -1.168 -1.971 3.436 -0.64
C -1.005 -2.193 1.954 -0.05
N -0.768 -1.121 1.128 -0.39
N -1.034 0.148 1.529 -0.29
C -1.253 0.986 0.556 -0.14
S -1.305 0.533 -1.139 -0.31
S -1.636 2.635 1.017 0.18
C 0.009 3.509 0.614 -0.53
C -0.100 4.524 -0.458 -0.03
C -0.316 4.151 -1.789 -0.15
C -0.383 5.101 -2.790 -0.22
C -0.246 6.455 -2.496 -0.25
C -0.070 6.841 -1.175 -0.23
C -0.005 5.888 -0.171 -0.22
C -1.212 -3.466 1.369 -0.11
C -1.560 -4.582 2.180 -0.29
C -1.952 -5.799 1.651 -0.24
C -2.025 -5.972 0.273 -0.35
C -1.662 -4.911 -0.557 -0.29
C -1.215 -3.688 -0.067 0.35
O -0.851 -2.737 -0.937 -0.72
H -1.086 -0.907 3.641 0.23
H -0.392 -2.506 3.998 0.19
H -2.143 -2.328 3.797 0.18
H 0.642 2.661 0.361 0.27
H 0.304 3.948 1.565 0.21
H -0.459 3.099 -2.010 0.24
H -0.548 4.791 -3.815 0.20
H -0.274 7.195 -3.286 0.19
H 0.020 7.893 -0.929 0.19
H 0.133 6.197 0.860 0.20
H -1.544 -4.459 3.256 0.19
H -2.220 -6.613 2.319 0.17
H -2.356 -6.913 -0.155 0.17
H -1.709 -5.021 -1.637 0.19
N 1.113 -1.188 -2.540 -0.81
C 1.764 0.134 -2.476 -0.32
C 2.502 0.196 -1.123 0.65
O 3.725 0.383 -1.105 -0.70
N 1.669 -0.004 -0.097 -0.72
C 2.304 -0.420 1.146 -0.35
C 2.457 -1.963 1.053 0.80
O 3.296 -2.548 1.728 -0.68
O 1.658 -2.510 0.194 -0.74
H 1.804 -1.930 -2.574 0.39
H 0.493 -1.271 -3.332 0.38
H 0.983 0.893 -2.493 0.23
H 2.476 0.312 -3.286 0.18
H 1.669 -0.177 2.000 0.22
H 3.287 0.030 1.284 0.22
```

## Properties
LUMO = 4.3 eV
total charge = -2
E_tot = -2940.0987 Ha
maximum force = 1.9 eV/Å
HOMO level = 1.25 eV
HOMO-LUMO gap = 3.053 eV

=====

# 3
# C3H8Br2Si

A 2-piece molecular cluster, C3H8Br2Si overall at a distorted geometry (the ωB97M-V functional and the def2-TZVPD basis, OMol25).

XYZ file:
```
14
Properties=species:S:1:pos:R:3:nbo_charge:R:1
C -0.737 -0.837 1.102 -0.62
C -0.396 1.203 -0.632 -0.63
C 0.236 0.024 0.063 -0.65
Si 1.011 -1.299 -1.033 0.95
Br 1.563 3.287 1.717 -0.18
Br -0.557 -2.635 -1.965 -0.32
H -0.107 -1.556 1.588 0.21
H -1.159 -0.250 1.966 0.23
H -1.619 -1.357 0.474 0.22
H -1.173 0.959 -1.355 0.22
H 0.380 1.818 -1.210 0.22
H -0.675 1.834 0.297 0.23
H 0.983 0.357 0.722 0.25
H 2.250 -1.548 -1.735 -0.14
```

## Properties
LUMO (spin up / spin down) = -0.8 / -3.9 eV
E_tot = -5556.5220 Ha
maximum force = 2.9 eV/Å
energy relative to the best compared isomer or geometry (same formula, charge and spin) = 456.3 kJ/mol
HOMO level (spin up / spin down) = -10.72 / -6.75 eV
HOMO-LUMO gap (spin up / spin down) = 9.877 / 2.885 eV

=====

# 4
# C2H10F2Si3

One molecule with the formula C2H10F2Si3 at a distorted geometry (the ωB97M-V functional and the def2-TZVPD basis, OMol25).

XYZ file:
```
17
Properties=species:S:1:pos:R:3:nbo_charge:R:1
C -2.142 -0.126 -2.557 -1.07
Si -1.394 -0.829 -0.958 0.59
Si -0.609 0.653 0.602 1.32
F -0.421 2.312 -0.464 -0.70
F -1.765 0.871 1.756 -0.67
Si 1.479 0.908 1.829 0.58
C 2.449 -0.746 1.257 -1.03
H -2.737 -0.932 -3.064 0.25
H -2.849 0.746 -2.438 0.27
H -1.339 0.341 -3.154 0.27
H -2.017 -1.854 -0.030 -0.11
H 0.011 -1.220 -1.152 -0.15
H 2.339 2.174 1.541 -0.11
H 1.305 1.065 3.298 -0.13
H 2.098 -1.503 1.889 0.22
H 2.076 -1.074 0.273 0.23
H 3.516 -0.788 1.371 0.24
```

## Properties
LUMO = -0.1 eV
SMILES string = C[SiH2][Si](F)(F)[SiH2]C
E_tot = -1150.4404 Ha
maximum force = 4.7 eV/Å
energy relative to the best compared isomer or geometry (same formula, charge and spin) = 0.0 kJ/mol
HOMO level = -9.68 eV
HOMO-LUMO gap = 9.535 eV